122
Properties=species:S:1:pos:R:3 method="wB97M-V/def2-TZVPD" e_above_lowest_ev=0.000 multiplicity=1 lumo_ev=-1.31
C -22.54355 -2.10653 -18.83235
C -22.00313 -1.31299 -17.72788
N -21.57798 -0.71856 -16.86392
H -23.52338 -1.68230 -19.05159
H -22.53591 -3.17132 -18.59943
H -21.94564 -1.84773 -19.70620
C -18.63509 -0.71204 -15.74343
C -17.53290 0.08662 -15.27698
N -16.60734 0.71529 -14.91198
H -19.43991 -0.59934 -15.01703
H -18.39660 -1.77501 -15.77990
H -18.89468 -0.31577 -16.72510
C -20.89995 -2.49519 -12.80640
C -20.94427 -2.85484 -11.39766
N -20.97436 -3.20774 -10.28042
H -19.96403 -2.04205 -13.13326
H -21.62721 -1.70968 -13.01173
H -21.15172 -3.35709 -13.42432
C -24.97084 0.95930 -16.48273
C -25.51084 2.19021 -17.13639
N -25.93541 3.19480 -17.65259
H -24.58694 1.13706 -15.47818
H -24.21078 0.60654 -17.17984
H -25.83384 0.29708 -16.41349
C -23.27642 -6.25404 -11.02308
C -23.17025 -7.29220 -10.00126
N -23.05809 -8.13443 -9.18395
H -23.08932 -5.33253 -10.47181
H -24.30457 -6.12011 -11.35933
H -22.64243 -6.39869 -11.89787
C -23.37905 -1.74928 -8.81420
C -23.43020 -0.50893 -9.59864
N -23.41013 0.48171 -10.24658
H -23.49905 -2.64725 -9.42029
H -24.07810 -1.77988 -7.97844
H -22.35438 -1.86144 -8.45984
C -19.88553 0.17357 -9.13589
C -19.17823 0.68256 -7.97473
N -18.59520 1.09339 -7.09940
H -20.96102 0.34781 -9.10354
H -19.74538 -0.89369 -8.96447
H -19.28653 0.48867 -9.99030
C -21.51056 -6.23604 -16.00354
C -21.10762 -6.83407 -14.72202
N -20.75798 -7.22440 -13.67230
H -20.83032 -5.41943 -16.24547
H -22.52574 -5.83946 -15.98836
H -21.33609 -6.99700 -16.76420
C -25.56273 -7.48580 -7.18967
C -24.99998 -6.18249 -7.54789
N -24.54684 -5.21884 -7.93112
H -25.04055 -7.81576 -6.29158
H -25.34541 -8.19821 -7.98550
H -26.60144 -7.39790 -6.87118
C -20.19147 -6.22675 -7.98197
C -19.96860 -6.90923 -9.24475
N -19.83213 -7.43589 -10.25048
H -21.20156 -5.84012 -7.84660
H -19.51377 -5.37354 -7.95265
H -19.92158 -6.89902 -7.16751
C -15.43684 -1.39521 -11.23858
C -16.78661 -1.30077 -11.70246
N -17.86670 -1.18622 -12.08492
H -15.48749 -1.16301 -10.17481
H -14.78595 -0.68930 -11.75446
H -15.16793 -2.42883 -11.45635
C -24.09878 -1.43242 -14.34566
C -24.57622 -2.62503 -14.82838
C -25.36919 -3.39981 -14.00031
C -25.69400 -3.03594 -12.68625
C -25.20206 -1.79447 -12.19598
C -24.41776 -1.01995 -13.00417
N -26.41005 -3.90687 -11.78579
O -26.59136 -5.15260 -12.13905
O -26.93751 -3.38419 -10.78941
H -23.45284 -0.82654 -14.96378
H -24.42060 -2.94519 -15.84802
H -25.88670 -4.27904 -14.35463
H -25.44665 -1.41983 -11.21302
H -24.02962 -0.11173 -12.56726
C -15.52259 -7.33060 -11.42772
C -16.77451 -7.43190 -11.96684
C -17.35929 -6.34766 -12.64327
C -16.58342 -5.22419 -12.97635
C -15.29094 -5.15376 -12.51252
C -14.71207 -6.22606 -11.77170
N -17.15498 -4.16586 -13.86300
O -16.48914 -3.24987 -14.26512
O -18.35410 -4.25196 -14.05392
H -15.12574 -8.14847 -10.84463
H -17.31292 -8.35957 -11.84053
H -18.33244 -6.51085 -13.08231
H -14.73974 -4.25684 -12.75361
H -13.67123 -6.28861 -11.49036
C -17.88758 3.47513 -11.18025
C -18.90009 4.46044 -11.08319
C -20.19416 4.15670 -11.57488
C -20.51428 2.88493 -12.13273
C -19.42136 1.99728 -12.24647
C -18.15986 2.22269 -11.71547
N -21.84090 2.54140 -12.73944
O -22.77484 3.32363 -12.64731
O -21.88603 1.49387 -13.38414
H -16.87154 3.70625 -10.89628
H -18.66116 5.42053 -10.65013
H -20.92965 4.94447 -11.64461
H -19.59852 1.00049 -12.62254
H -17.39663 1.46047 -11.76952
C -16.76249 -2.73395 -8.24061
C -15.50953 -2.62163 -7.69491
C -14.67552 -3.76714 -7.52881
C -15.11889 -4.95757 -8.07389
C -16.44868 -5.10317 -8.62015
C -17.28622 -3.99336 -8.61832
N -14.20567 -6.08543 -8.10891
O -13.06170 -5.81083 -8.21642
O -14.66451 -7.20735 -8.34933
H -17.33393 -1.82687 -8.37122
H -15.07039 -1.70734 -7.32393
H -13.72418 -3.61776 -7.03991
H -16.88994 -6.00218 -9.02445
H -18.30622 -4.06490 -8.96599